No. 1
{"formula": "C23H28BN3O", "method": "wB97M-V/def2-TZVPD", "total_charge": 0, "homo_ev": -6.9, "fmax_ha_per_bohr": 0.142, "species": ["O", "N", "N", "N", "C", "C", "C", "C", "C", "C", "C", "C", "C", "C", "C", "C", "C", "C", "C", "C", "C", "C", "C", "C", "C", "C", "C", "B", "H", "H", "H", "H", "H", "H", "H", "H", "H", "H", "H", "H", "H", "H", "H", "H", "H", "H", "H", "H", "H", "H", "H", "H", "H", "H", "H", "H"], "positions_angstrom": [[3.237, -0.390, 3.102], [-8.468, -1.736, -3.134], [1.168, -1.304, 2.627], [0.507, -0.045, 0.872], [-1.456, 0.091, -0.524], [1.862, 0.408, 1.202], [4.248, 0.707, 0.415], [-1.224, -0.809, 2.532], [4.443, 2.025, 0.838], [-6.100, -0.810, -2.557], [2.210, -0.451, 2.415], [-4.118, -0.909, -1.175], [-2.206, 0.643, -1.551], [-5.378, -1.383, -1.502], [-4.267, 0.728, -2.961], [-5.529, 0.249, -3.277], [2.856, 0.238, 0.050], [1.196, -2.288, 3.682], [-0.165, -2.459, 0.930], [0.035, -1.157, 1.723], [-7.401, -1.312, -2.881], [6.775, 1.531, 1.277], [5.328, -0.179, 0.354], [-3.507, 0.171, -1.897], [5.705, 2.434, 1.281], [-0.182, 0.505, -0.143], [6.586, 0.224, 0.809], [-1.750, 3.087, -3.798], [-3.604, -1.391, -0.341], [2.143, -2.201, 4.221], [1.107, -3.301, 3.268], [-0.553, -3.234, 1.605], [-0.873, -2.328, 0.109], [-1.878, -0.735, 0.034], [-1.696, 1.497, -2.087], [-5.819, -2.210, -0.938], [1.839, 1.469, 1.517], [-3.828, 1.548, -3.528], [0.365, -2.129, 4.379], [7.756, 1.845, 1.638], [3.593, 2.713, 0.842], [-1.212, 3.974, -3.146], [-2.044, -0.479, 1.891], [-2.045, 1.976, -2.807], [2.475, 0.809, -0.811], [-6.094, 0.695, -4.097], [5.157, -1.194, -0.015], [-1.551, -1.698, 3.087], [-1.032, 2.543, -4.626], [-2.874, 3.352, -4.196], [0.796, -2.790, 0.511], [5.842, 3.457, 1.637], [0.323, 1.323, -0.670], [-0.992, -0.003, 3.242], [7.413, -0.489, 0.804], [2.882, -0.827, -0.234]], "forces_ev_per_a": [[-1.79, -0.05, -1.38], [2.77, 1.10, 0.65], [0.51, 0.33, -0.12], [-0.72, 0.81, -1.43], [-1.25, -0.65, -0.24], [0.26, 0.43, 0.56], [0.10, 0.05, -0.07], [0.09, 0.26, 0.10], [0.37, -0.25, 0.14], [0.78, 0.47, 0.02], [1.26, -0.02, 1.22], [0.13, 0.39, -0.32], [2.01, -2.01, 3.45], [0.12, -0.18, 0.28], [0.65, 0.09, 0.29], [-0.41, -0.18, -0.08], [0.05, -0.19, -0.35], [-0.28, -0.31, 0.17], [0.21, -0.03, -0.14], [-0.16, -0.56, 0.31], [-2.85, -1.11, -0.71], [-0.27, -0.14, -0.09], [-0.11, 0.27, 0.32], [-1.77, -1.04, -0.10], [-0.13, -0.19, -0.14], [0.61, -0.34, 0.86], [-0.13, 0.23, -0.08], [-0.37, -1.90, 1.66], [-0.20, 0.19, -0.32], [-0.17, 0.08, -0.18], [0.09, 0.17, 0.10], [0.14, 0.17, -0.23], [0.16, -0.15, 0.19], [0.17, 0.11, -0.03], [-0.23, -0.82, 0.77], [0.18, 0.31, -0.20], [-0.03, -0.47, -0.09], [-0.08, -0.08, 0.05], [0.20, -0.02, -0.05], [-0.31, -0.10, -0.11], [0.36, -0.09, 0.05], [-0.08, -0.09, -0.15], [0.12, -0.09, 0.23], [0.23, 5.13, -5.20], [0.12, -0.20, 0.15], [0.23, -0.11, 0.25], [0.15, 0.28, 0.19], [0.08, 0.29, -0.12], [-0.09, 0.17, 0.04], [0.10, 0.13, -0.08], [-0.27, 0.06, 0.11], [0.03, -0.31, -0.12], [-0.21, -0.25, 0.17], [-0.11, -0.20, -0.16], [-0.21, 0.27, -0.02], [-0.03, 0.32, 0.00]]}

=====

No. 2
{"formula": "C3H5NO2", "method": "wB97M-V/def2-TZVPD", "total_charge": 0, "homo_ev": -11.0, "fmax_ha_per_bohr": 0.035, "species": ["O", "O", "N", "C", "C", "C", "H", "H", "H", "H", "H"], "positions_angstrom": [[0.813, 0.886, 1.238], [-0.361, -1.728, 0.744], [0.553, 1.326, -1.136], [-0.034, 0.625, 0.213], [-0.087, -0.813, -0.288], [-0.285, 2.152, -1.347], [0.893, -1.054, -0.706], [-0.811, -0.833, -1.119], [1.641, 0.424, 1.063], [-1.295, -1.943, 0.760], [-1.029, 0.957, 0.577]], "forces_ev_per_a": [[0.29, -0.11, 0.07], [-0.02, -0.03, -0.02], [-1.40, 0.47, 0.98], [-0.15, -0.36, -0.13], [-0.03, 0.02, -0.21], [0.50, -0.01, -0.39], [-0.02, -0.05, 0.05], [0.17, -0.17, 0.28], [0.22, 0.05, 0.12], [-0.11, 0.03, 0.02], [0.56, 0.16, -0.78]]}

=====

Taking the records one at a time from the top gives DFT total energy values of -1157.37739, -322.45553 Eh.